(1)
Formula: C11H31NO2P
Source: OMol25
Level of theory: wB97M-V/def2-TZVPD

The geometry in XYZ format:
```
46
Properties=species:S:1:pos:R:3:forces:R:3:nbo_charge:R:1
P 2.4962 -2.8270 -1.9511 0.028 -0.063 0.026 0.844
O 3.9143 -1.7626 -1.8088 -0.001 -0.087 0.034 -1.065
O -1.2438 -0.5207 -2.8821 -0.079 0.084 0.121 -0.564
N -0.3628 1.1880 2.2014 -0.055 0.081 0.021 -0.447
C 0.7218 2.1099 2.4798 0.041 -0.022 0.003 -0.213
C -0.9566 -1.9135 -2.9621 0.078 -0.002 0.071 -0.076
C -0.6676 0.2334 -3.9129 0.015 0.079 -0.044 -0.243
C -0.6847 1.9885 -0.1200 0.031 -0.054 -0.087 -0.624
C -1.8695 1.3105 4.2615 -0.006 -0.010 0.020 -0.634
C 1.3624 -1.4795 -1.1653 -0.090 0.090 0.021 -0.740
C -1.3276 1.6197 1.2066 0.010 -0.027 -0.007 -0.213
C -1.0040 -2.5193 -1.5721 -0.058 0.026 -0.063 -0.415
C -0.9457 0.5059 3.3374 0.032 -0.049 -0.001 -0.201
C 0.0334 -1.9609 -0.5764 0.022 0.015 -0.035 -0.408
C 0.3499 3.5262 2.9388 0.019 0.005 0.008 -0.635
H 1.3605 1.6390 3.2316 0.003 0.008 -0.003 0.193
H -0.8064 1.2866 -3.6582 0.013 -0.030 -0.040 0.175
H -2.0077 0.7790 1.0421 -0.004 -0.001 -0.002 0.200
H 0.0350 -2.0608 -3.4064 -0.011 -0.040 0.074 0.202
H -1.9538 2.4611 1.5520 0.002 -0.001 0.011 0.146
H -1.4591 2.1597 -0.8691 -0.004 -0.003 -0.001 0.211
H 0.2513 -2.7439 0.1627 -0.003 0.038 -0.054 0.200
H -0.3989 3.9731 2.2822 0.009 -0.001 -0.015 0.202
H -2.0143 -2.3689 -1.1683 0.050 -0.031 -0.012 0.183
H -1.5068 -0.3473 2.9438 -0.007 0.008 -0.012 0.193
H 2.2442 -2.2828 -3.3159 -0.022 -0.013 0.008 -0.232
H -2.6360 1.8429 3.6960 0.000 -0.006 -0.009 0.202
H -2.3786 0.6351 4.9529 0.003 0.002 0.007 0.204
H -1.3202 2.0394 4.8578 0.002 0.009 -0.019 0.194
H 1.1839 -0.6773 -1.8989 0.019 -0.052 0.025 0.173
H 3.3868 -3.8362 -2.5062 -0.019 0.028 -0.009 -0.162
H -0.4351 -1.1417 -0.0141 0.041 -0.037 -0.012 0.184
H 1.3713 -3.7568 -2.1060 -0.001 0.021 -0.016 -0.194
H 2.7330 -3.3422 -0.5937 0.016 -0.001 0.019 -0.199
H -0.8686 -3.5961 -1.6959 0.025 0.043 -0.009 0.213
H -0.0411 3.5461 3.9560 -0.029 -0.007 -0.015 0.195
H 1.3351 2.1904 1.5794 -0.016 -0.004 -0.014 0.199
H -1.7018 -2.3991 -3.6108 0.045 0.023 -0.022 0.150
H 1.2345 4.1662 2.9097 0.003 -0.001 0.014 0.205
H 0.4064 0.0291 -4.0063 -0.040 -0.011 -0.003 0.181
H -0.1267 0.0853 3.9278 -0.005 -0.004 0.000 0.189
H -0.0831 2.8972 -0.0509 -0.005 0.006 0.027 0.189
H -0.0499 1.1753 -0.4763 -0.001 0.002 0.002 0.241
H 1.9533 -1.0392 -0.3518 -0.037 -0.037 -0.032 0.205
H 3.6203 -0.8600 -1.9514 -0.023 0.090 -0.033 0.442
H -1.1434 0.0480 -4.8884 0.009 -0.063 0.057 0.148
```
Positions in Å, forces in eV/Å.

Computed properties:
- LUMO (eV) = 2.87
- multiplicity = 1
- net charge = -1
- DFT total energy (Eh) = -984.2006
- molar mass (u) = 240.348
- Kohn-Sham gap (eV) = 6.0
- HOMO (eV) = -3.16

(2)
Formula: C3H3N5
Source: OMol25
Level of theory: wB97M-V/def2-TZVPD

The geometry in XYZ format:
```
11
Properties=species:S:1:pos:R:3:forces:R:3:nbo_charge:R:1
N 0.5086 -1.3832 -0.5746 -1.352 0.083 0.123 0.022
N -0.6750 -1.0021 -0.7342 2.324 -1.328 -0.146 -0.157
N 1.2594 -0.8965 0.5786 -0.444 -1.877 -0.085 -0.007
N -2.0934 0.2013 0.7569 -0.997 -1.467 0.711 -0.575
N 1.5758 0.2693 0.6799 -0.536 1.847 -1.421 -0.116
C -0.3041 1.3393 -0.5142 0.778 -2.244 1.950 -0.224
C 1.0169 1.2445 -0.2381 -0.755 0.445 0.375 -0.078
C -1.1163 0.1044 -0.0124 0.429 2.880 -0.822 0.322
H 1.6835 2.0546 -0.4665 0.292 0.158 0.037 0.219
H -2.5195 -0.7528 0.9330 0.519 1.263 -0.216 0.352
H -0.7713 2.2475 -0.8248 -0.258 0.241 -0.506 0.242
```
Positions in Å, forces in eV/Å.

Computed properties:
- LUMO (eV) = -0.79
- energy relative to the best compared isomer or geometry (same formula, charge and spin) (kJ/mol) = 368.49
- multiplicity = 1
- DFT total energy (Eh) = -389.7283
- molar mass (u) = 109.092
- Kohn-Sham gap (eV) = 8.8
- HOMO (eV) = -9.56

(3)
Formula: C6H16N2
Source: OMol25
Level of theory: wB97M-V/def2-TZVPD

The geometry in XYZ format:
```
24
Properties=species:S:1:pos:R:3:forces:R:3:nbo_charge:R:1
N 0.1081 -2.4361 -1.7236 1.251 0.175 -1.422 -0.825
N -0.3509 0.3000 0.7518 1.611 0.715 -0.973 -0.485
C -0.7066 0.4838 -1.6358 1.096 -0.285 -1.630 -0.638
C 0.2277 2.6133 1.2160 -1.512 0.419 1.659 -0.635
C -0.4886 -0.3372 2.0662 -1.453 0.389 -0.865 -0.415
C -0.4462 -0.5014 -0.4639 -0.133 0.181 -0.287 -0.041
C 0.7606 -1.4959 -0.8066 -0.579 0.326 1.807 -0.261
C 0.7355 1.3182 0.6804 2.231 -1.120 0.767 -0.230
H -0.1272 -1.3562 2.0719 0.190 -0.477 0.041 0.183
H 1.7364 -1.0709 -1.1328 -0.921 0.500 -0.546 0.177
H 1.2622 1.4263 -0.3626 -1.108 -0.527 2.097 0.214
H -1.3964 -1.1218 -0.4338 1.320 0.348 0.381 0.219
H 1.1587 -1.9526 0.1421 -1.099 -0.212 -0.635 0.189
H 0.6729 -3.2591 -1.8643 0.207 -0.581 0.458 0.352
H -1.4152 1.2744 -1.3967 0.628 0.445 0.531 0.229
H -0.0393 3.3715 0.5186 0.072 0.609 -0.879 0.208
H 0.2563 -2.0105 -2.6551 -0.692 -0.092 0.453 0.346
H -0.7621 2.3257 1.6679 0.946 0.624 0.059 0.222
H 0.8849 3.0430 1.9981 -0.407 -0.081 -0.490 0.202
H -1.2492 0.0438 -2.4665 -0.075 -0.882 -0.064 0.216
H 1.5329 1.0642 1.5165 -0.854 -0.179 -2.064 0.168
H 0.2499 0.8181 -2.1936 -1.370 0.038 1.324 0.197
H 0.0540 0.2168 2.8563 -0.608 -0.116 -0.468 0.206
H -1.6127 -0.3454 2.1987 1.259 -0.218 0.747 0.203
```
Positions in Å, forces in eV/Å.

Computed properties:
- LUMO (eV) = 1.04
- energy relative to the best compared isomer or geometry (same formula, charge and spin) (kJ/mol) = 228.26
- multiplicity = 1
- DFT total energy (Eh) = -347.6379
- molar mass (u) = 116.208
- Kohn-Sham gap (eV) = 9.0
- HOMO (eV) = -7.92

(4)
Formula: C3H4FP
Source: OMol25
Level of theory: wB97M-V/def2-TZVPD

The geometry in XYZ format:
```
9
Properties=species:S:1:pos:R:3:forces:R:3:nbo_charge:R:1
P -1.0508 -1.5398 2.4660 0.366 0.660 0.100 0.591
F -0.2496 -0.1626 2.7650 -0.351 -0.641 -0.127 -0.589
C -1.2595 1.0952 -0.5315 0.297 -0.219 -0.002 -0.272
C 0.9999 -0.2379 -0.8699 0.109 -0.140 0.008 -0.697
C -0.2419 0.4822 -0.6750 -0.234 0.160 -0.040 0.019
H 1.5761 -0.2303 0.0556 0.098 -0.053 -0.068 0.240
H -2.1514 1.6323 -0.3948 -0.448 0.267 0.063 0.233
H 1.5814 0.2326 -1.6627 0.078 -0.053 0.046 0.239
H 0.7958 -1.2717 -1.1527 0.085 0.019 0.022 0.237
```
Positions in Å, forces in eV/Å.

Computed properties:
- LUMO (alpha / beta) (eV) = -1.11 / -1.08
- energy relative to the best compared isomer or geometry (same formula, charge and spin) (kJ/mol) = 238.38
- multiplicity = 1
- DFT total energy (Eh) = -557.7919
- molar mass (u) = 90.037
- Kohn-Sham gap (alpha / beta) (eV) = 7.3 / 7.4
- HOMO (alpha / beta) (eV) = -8.40 / -8.46

(5)
Formula: CH30F3O18SZr
Source: OMol25
Level of theory: wB97M-V/def2-TZVPD

The geometry in XYZ format:
```
54
Properties=species:S:1:pos:R:3:forces:R:3:mulliken_charge:R:1
Zr 19.5732 9.1573 2.7466 -7.622 0.405 1.328 0.931
S 16.0257 9.2038 3.3608 -2.571 -0.631 1.844 1.366
F 14.1578 10.5942 2.2730 -0.683 0.385 0.424 -0.136
F 16.1208 11.3461 1.8148 0.653 0.658 0.141 -0.206
F 15.3777 9.5862 0.8560 0.283 -0.575 -0.745 -0.152
O 18.9298 11.4621 3.1435 0.979 -0.284 0.475 -0.419
O 18.6459 7.5316 1.4324 1.859 0.188 -0.179 -0.479
O 14.2005 5.4866 4.2844 0.283 0.163 -0.262 -0.585
O 16.2583 10.6840 -1.9409 0.062 -0.028 0.157 -0.596
O 19.6326 9.7002 4.9623 1.698 -0.348 -0.934 -0.448
O 19.0081 10.1484 0.9045 1.444 -0.101 -0.098 -0.317
O 19.0670 7.2929 4.0365 1.029 -0.503 0.086 -0.570
O 15.6703 13.2278 4.5253 0.203 -0.499 0.057 -0.605
O 18.0854 12.4615 -0.0309 -0.043 -0.132 0.776 -0.679
O 15.8595 9.9111 4.6053 0.310 0.183 -1.229 -0.417
O 15.6435 8.6383 7.7274 0.388 0.085 -0.344 -0.628
O 17.5019 9.1331 3.0510 3.788 0.092 -0.800 0.481
O 13.3960 9.1320 5.7484 0.425 0.101 -0.130 -0.638
O 17.4553 8.2991 -1.2849 -0.033 -0.466 0.516 -0.578
O 17.7563 11.0077 6.1029 0.353 -0.395 -0.335 -0.684
O 11.3470 9.0529 3.6274 0.249 0.130 -0.159 -0.605
O 16.1862 6.6109 0.9971 0.438 0.434 0.277 -0.597
O 15.3891 7.9093 3.3081 1.135 1.475 -0.579 -0.774
C 15.3708 10.2719 1.9575 -0.250 -0.802 0.451 0.586
H 18.6249 13.2672 -0.1113 -0.037 -0.194 -0.211 0.337
H 18.9059 9.9781 5.6268 -1.126 0.895 0.032 0.326
H 20.4556 9.6731 5.4934 -0.237 -0.041 -0.098 0.342
H 18.3104 7.2439 4.6550 0.106 0.234 -0.252 0.269
H 14.9560 5.1298 4.7641 -0.183 -0.049 0.059 0.292
H 16.9091 11.2856 -1.5658 0.006 0.095 -0.261 0.296
H 15.9415 6.8198 1.9151 -0.219 -0.396 -0.311 0.386
H 19.1748 11.8171 4.0228 -0.290 -0.125 -0.129 0.322
H 10.3818 9.0111 3.6002 0.107 -0.123 0.167 0.299
H 17.0210 10.8717 5.4675 0.136 0.162 0.515 0.476
H 19.1947 6.8106 1.0632 -0.400 0.013 0.052 0.324
H 14.4537 6.3817 4.0250 -0.276 -0.361 0.376 0.445
H 17.2093 12.7715 0.2548 0.070 0.028 -0.247 0.350
H 18.5706 11.0450 0.6665 0.107 0.233 -0.081 0.227
H 12.8183 9.0193 4.9703 -0.146 0.019 0.330 0.316
H 11.5683 9.8036 3.0683 -0.217 0.045 -0.052 0.287
H 16.5884 8.7385 -1.2599 0.314 0.211 -0.274 0.325
H 19.5622 9.9333 0.1201 -0.726 -0.138 -0.126 0.350
H 15.6201 13.5434 5.4379 -0.039 0.160 -0.160 0.313
H 16.5835 10.5052 -2.8347 -0.177 0.083 0.037 0.338
H 15.3422 6.5645 0.5273 0.155 -0.116 -0.099 0.318
H 15.2321 7.9688 8.2875 -0.011 0.140 0.011 0.306
H 14.9732 8.8473 7.0655 -0.358 -0.300 0.254 0.337
H 14.1618 9.6532 5.4730 -0.703 -0.083 -0.117 0.332
H 17.7730 7.4899 0.9052 -0.248 0.080 0.122 0.282
H 19.6792 6.5866 4.3276 -0.233 0.094 -0.110 0.351
H 18.5114 12.2089 2.6746 0.045 -0.341 -0.120 0.284
H 14.9049 12.6476 4.4342 -0.101 0.248 0.066 0.297
H 17.2812 7.4334 -1.6811 0.097 0.143 -0.078 0.303
H 17.3362 11.0291 6.9797 0.204 -0.151 -0.033 0.319
```
Positions in Å, forces in eV/Å.

Computed properties:
- LUMO (eV) = -13.76
- energy relative to the best compared isomer or geometry (same formula, charge and spin) (kJ/mol) = 0.00
- multiplicity = 1
- net charge = +3
- DFT total energy (Eh) = -2154.2665
- molar mass (u) = 510.518
- Kohn-Sham gap (eV) = 3.7
- HOMO (eV) = -17.42

(6)
Formula: H5O3
Source: OMol25
Level of theory: wB97M-V/def2-TZVPD

The geometry in XYZ format:
```
8
Properties=species:S:1:pos:R:3:forces:R:3:nbo_charge:R:1
O -0.0058 -0.0874 0.5102 0.483 0.587 0.433 -1.250
O -2.2356 1.1023 0.0070 0.861 0.531 0.047 -1.054
O 2.2225 -0.9525 -0.7112 0.576 0.770 -0.736 -1.028
H -2.7262 0.4047 0.4335 -0.070 -0.305 0.138 0.439
H 2.3877 -1.7657 -0.2544 -0.234 -0.396 0.489 0.442
H 0.3311 0.3382 1.3159 -0.121 -0.221 -0.257 0.410
H 1.4676 -0.4768 -0.2570 -0.603 -0.472 0.213 0.525
H -1.2348 0.8208 0.2098 -0.892 -0.495 -0.327 0.516
```
Positions in Å, forces in eV/Å.

Computed properties:
- LUMO (eV) = 4.88
- energy relative to the best compared isomer or geometry (same formula, charge and spin) (kJ/mol) = 13.94
- multiplicity = 1
- net charge = -1
- DFT total energy (Eh) = -228.7456
- molar mass (u) = 53.037
- Kohn-Sham gap (eV) = 8.9
- HOMO (eV) = -4.06